DFT (the ωB97M-V functional and the def2-TZVPD basis) results for a molecular structure, C2H3N2P in a non-equilibrium geometry.

Last column: natural (NBO) charge in e.
Cartesian coordinates (Å):
C -0.116 -0.134 -1.409  0.2313
C -0.695 0.016 0.689  -0.2316
N 0.865 -0.873 -0.975  -0.7769
N -1.023 0.349 -0.525  -0.4653
P 0.628 -1.168 0.602  0.8087
H -0.265 0.034 -2.553  0.1994
H -1.416 0.078 1.595  0.2236
H 1.710 -0.642 1.372  0.0109

## Properties
- E (Ha) = -528.8260
- multiplicity = 1
- E_LUMO (eV) = -0.3
- orbital gap (eV) = 9.5
- highest occupied orbital energy (eV) = -9.76